Molecular formula: C8H12N2O3
Method: DFT, wB97M-V/def2-TZVPD

Element x y z (Å)
C -1.75386 -1.42371 1.31559
C -0.63156 -0.27897 1.26572
C 0.12709 0.01011 0.01106
C -0.76631 0.61452 -1.11941
C -2.22502 1.21729 -0.76994
C 0.82573 -1.11538 -0.62159
C 3.05426 -0.14180 0.05950
C 1.14217 1.24495 0.28046
H -2.36569 -1.54627 0.10103
H -2.54165 -1.09243 2.22032
H -1.07755 -2.36233 1.44370
H 0.14962 -0.62860 1.86540
H -0.96730 0.75072 1.21998
H -1.09955 -0.34392 -1.72752
H -0.11750 1.49912 -1.68544
H -2.04344 1.60294 -2.08284
H -3.29708 0.22680 -0.58116
H -2.02541 2.02832 0.40102
H 2.59303 -2.03551 -0.87688
H 3.01037 1.77829 0.41834
N 2.26306 -1.26000 -0.34600
N 2.43052 1.02107 0.20674
O 0.18931 -1.99266 -1.21439
O 4.24097 -0.27227 0.13759
O 0.88580 2.49972 0.07874

Atomic forces in eV per Å
-0.613 0.759 -2.059
-1.845 -0.818 -1.656
0.970 2.891 -2.137
-1.189 -0.752 -1.022
1.181 -0.219 -0.497
1.321 -2.939 0.042
0.940 -3.993 -1.480
-3.142 4.402 -3.100
1.856 0.359 4.230
2.174 -1.497 -2.601
-2.053 1.223 0.161
0.751 0.356 2.275
-0.774 0.033 2.402
1.164 2.281 0.494
-1.897 -2.736 1.180
-2.448 0.045 4.246
3.670 3.449 -0.650
-1.296 -1.997 -4.314
1.187 -0.349 -0.008
1.076 1.420 0.118
-3.875 1.894 -0.078
0.778 -1.119 1.187
1.895 1.405 0.970
0.875 0.276 0.292
-0.705 -4.373 2.006

Calculated values
Energy relative to the best compared isomer or geometry (same formula, charge and spin) ... 153.98 kcal/mol
Calculated total energy ... -647.02398 a.u.

Löwdin population analysis, charges in e, atoms 1 to 4:
1 C -0.086
2 C -0.204
3 C -0.368
4 C -0.291